1.
The following is a DFT calculation (wB97M-V/def2-TZVPD) of 2 unconnected molecules or ions with the total composition C11H23N5O3 in a non-equilibrium geometry.

The geometry in XYZ format:
```
42
Properties=species:S:1:pos:R:3
C 4.98219 -2.63777 0.93877
N 3.65942 -2.09568 0.63151
C 2.93719 -1.34552 1.47574
O 3.35451 -1.05447 2.59026
C 1.52966 -0.89653 1.05648
N 1.45262 0.35107 0.26041
C 1.99106 0.70483 -0.90843
C 2.87352 -0.23318 -1.70678
O 1.76577 1.81285 -1.36391
C 0.67070 -2.03454 0.47253
C 0.59706 -3.27066 1.37088
O -0.65395 -1.58774 0.31267
H 5.21917 -3.46235 0.26526
H 5.73658 -1.85602 0.83373
H 5.00428 -3.00273 1.96830
H 3.27348 -2.28734 -0.27809
H 1.04772 -0.65185 2.00313
H 0.86658 1.07471 0.64879
H 2.98567 0.17870 -2.70910
H 2.41866 -1.21385 -1.78822
H 3.85644 -0.27702 -1.24466
H 1.06035 -2.33222 -0.49947
H 1.57651 -3.73651 1.47252
H 0.23354 -2.98689 2.35974
H -0.08658 -4.00091 0.93739
H -1.15854 -2.28382 -0.11347
N -3.66642 4.98261 -0.67142
C -3.58191 3.65870 -0.52300
N -2.52449 3.19779 0.05509
C -2.38456 1.73793 0.23190
C -3.19170 0.95374 -0.80431
C -4.62653 1.46806 -0.79934
N -4.60029 2.91634 -1.03235
H -4.08255 5.26054 -1.54858
H -2.78468 5.41535 -0.42017
H -1.32770 1.46349 0.14960
H -2.71599 1.46598 1.23958
H -3.16850 -0.11390 -0.56973
H -2.75157 1.09368 -1.79663
H -5.09887 1.25114 0.16521
H -5.20236 0.96779 -1.58522
H -5.48547 3.40622 -1.07661
```

- ΔE to the lowest compared entry with this formula, charge and spin: 78.6 kJ/mol
- Structure (SMILES): CNC(=O)[C@@H](NC(C)=O)[C@@H](C)O.NC1=NCCCN1
- Highest occupied orbital energy: -7.98 eV
- Largest force on an atom: 3.44 eV Å⁻¹
- Gap between HOMO and LUMO: 8.3842 eV

***

2.
The following is a DFT calculation (wB97M-V/def2-TZVPD) of a molecular structure, C11H24Al2BeBr2CaCl2N3O9PS2V in a non-equilibrium geometry.

The geometry in XYZ format:
```
59
Properties=species:S:1:pos:R:3
C 4.29815 -0.70756 1.38933
C 3.85594 0.14800 0.12453
Al 2.05857 1.11663 0.32657
C 2.15858 3.06501 0.93422
C 0.67619 3.62978 0.57394
C -0.31236 2.47684 1.01468
S -2.05623 3.02760 1.35893
C -3.05578 1.88762 0.28478
S -3.47729 2.52176 -1.23425
N -3.42642 0.52884 0.72872
C -3.40501 -0.46483 -0.38222
C -4.81468 -0.71004 -1.08054
O -5.80086 -1.30016 -0.19701
C -5.52097 -0.91680 1.18501
C -4.81349 0.49605 1.28010
P 1.17052 1.17875 -1.86356
N 1.02250 -0.36023 -2.37574
H 5.46006 -0.84844 1.29133
H 4.03963 -0.25674 2.38767
H 3.85515 -1.77925 1.31838
H 4.67468 0.84402 -0.25628
H 3.69636 -0.61127 -0.72524
H 1.09656 0.28325 1.29878
H 2.30731 3.23964 2.04472
H 3.00716 3.74336 0.29586
H 0.47429 4.63492 1.07328
H 0.62944 3.83920 -0.53752
H 0.12015 2.03346 1.97193
H -0.44589 1.68016 0.20161
H -2.63148 -0.21885 -1.23454
H -3.06690 -1.46374 0.06957
H -5.23727 0.25962 -1.47291
H -4.72848 -1.42646 -1.96218
H -4.90332 -1.77136 1.61677
H -6.54089 -0.84408 1.68312
H -5.42109 1.28976 0.72444
H -4.79937 0.84422 2.36344
H -0.07296 1.92229 -1.91728
H 2.10241 1.95460 -2.63967
H 0.03063 -0.50226 -2.61985
Be -0.77005 -0.20696 -1.13168
N 0.55366 -3.21325 -4.05973
O -0.50968 -2.58652 -3.86734
O 0.66625 -4.38758 -3.65730
O 1.50308 -2.66178 -4.64353
Ca 4.87365 -2.95955 0.76527
Br 2.97355 4.83557 -0.87876
C -1.96606 4.97581 5.39133
O -1.68384 3.74738 5.30510
O -2.50942 5.45633 4.23834
O -1.81866 5.76611 6.33288
H -2.44917 4.58368 3.80142
O 7.09963 -7.61787 -2.90394
V 6.31346 -6.90532 -1.54248
O 5.54351 -6.12241 -0.15371
Cl 5.12995 -9.15963 -3.55384
Al 2.73346 -9.20652 -4.56934
Cl 4.48012 -7.50782 0.89091
Br -2.36699 0.70703 -2.80652
```

- Total charge: +1
- Highest occupied orbital energy: -9.38 eV
- Largest force on an atom: 9.24 eV Å⁻¹
- Gap between HOMO and LUMO: 1.9976 eV

***

3.
The following is a DFT calculation (wB97M-V/def2-TZVPD) of a gas-phase ion, C11H24BClN5O4 (charge +1) in a non-equilibrium geometry.

The geometry in XYZ format:
```
46
Properties=species:S:1:pos:R:3
C -1.58173 -1.42198 2.31534
C -1.78756 -0.52539 1.34768
C -1.08282 0.82237 1.26563
C -1.76668 1.69799 2.33977
C -1.42169 3.15336 2.18275
O -0.41793 3.67329 2.53331
Cl -2.65279 4.06680 1.27708
C 0.40976 0.69879 1.57626
N 1.16068 -0.00426 0.55621
N 2.57505 0.10149 0.76976
C 0.87610 0.38720 -0.83224
C 0.17688 -0.79303 -1.61502
C 0.21921 -2.15085 -0.95668
O 1.55590 -2.64365 -0.91806
C -0.66003 -3.13199 -1.74701
N -2.08254 -2.92233 -1.45372
B 2.35591 0.61099 -1.51876
N 3.03358 1.90033 -1.53790
O 2.92124 -0.49834 -2.11517
C -0.04825 1.58730 -0.96243
O 0.46436 2.84121 -0.66730
N -1.31501 1.39147 -0.11676
H -0.61107 -1.52974 2.78611
H -2.35095 -2.10469 2.64574
H -2.53763 -0.76890 0.59561
H -2.83565 1.51113 2.36676
H -1.36871 1.37025 3.29892
H 0.82429 1.69424 1.79294
H 0.48446 0.14520 2.51046
H 2.79565 0.79559 1.48096
H 2.89223 -0.78916 1.14157
H -0.89405 -0.56870 -1.71884
H 0.55734 -0.84410 -2.63248
H -0.19413 -2.13199 0.04860
H 1.55356 -3.47238 -0.42998
H -0.44594 -3.01767 -2.81513
H -0.37083 -4.15088 -1.49583
H -2.62885 -3.69325 -1.81824
H -2.41521 -2.11903 -1.97462
H 3.05648 2.35809 -2.43946
H 3.97364 1.81641 -1.17609
H 3.23712 -1.12950 -1.45968
H -0.39480 1.63127 -1.99445
H 0.47304 3.04720 0.27458
H -1.96629 0.79595 -0.62777
H -1.76533 2.31390 -0.08242
```

- Total charge: +1
- Structure (SMILES): C=C[C@@]1(CC(=O)Cl)CN(N)[C@](C[C@H](O)CN)(B(N)O)[C@H](O)[NH2+]1
- Highest occupied orbital energy: -11.89 eV
- Largest force on an atom: 1.17 eV Å⁻¹
- Gap between HOMO and LUMO: 8.5602 eV

***

4.
The following is a DFT calculation (wB97M-V/def2-TZVPD) of 3 unconnected molecules or ions with the total composition C11H24BrNO9S.

The geometry in XYZ format:
```
47
Properties=species:S:1:pos:R:3
C -1.18403 -1.79809 -0.47015
C -0.36706 -0.67151 -1.11265
C 1.07141 -1.09432 -1.32677
Br 1.24111 -2.22702 -2.91319
O 1.87485 0.05257 -1.43984
S 3.52525 -0.08795 -1.39487
O 3.91515 1.24897 -1.04875
O 3.57103 -0.95661 0.00803
N 4.03464 -2.28246 -0.25854
H -0.74145 -2.77339 -0.68087
H -1.20888 -1.69551 0.61407
H -2.20611 -1.80617 -0.83932
H -0.80675 -0.38494 -2.06516
H -0.33027 0.19703 -0.45559
H 1.40087 -1.69356 -0.48274
H 3.22009 -2.88331 -0.19891
H 4.66890 -2.48825 0.50242
C 1.85909 -0.63125 3.06457
C 2.15550 -2.04023 2.60466
O 1.63896 -3.03321 3.50600
C 0.33159 -3.26227 3.39239
O -0.40951 -2.75283 2.58962
O -0.02005 -4.15027 4.31751
C -1.41808 -4.46113 4.34518
H 2.23363 -0.47862 4.07706
H 2.34488 0.07998 2.39693
H 0.78715 -0.43864 3.05977
H 3.22927 -2.21583 2.58667
H 1.75652 -2.22187 1.60637
H -1.76278 -4.76888 3.36074
H -1.99087 -3.59781 4.67883
H -1.51916 -5.27584 5.05482
C -3.90003 5.46421 -2.90044
C -3.49215 4.77973 -1.61524
O -2.82350 3.52943 -1.85856
C -1.54701 3.63094 -2.23127
O -0.92296 4.65296 -2.35111
O -1.08277 2.40433 -2.45520
C 0.27716 2.34825 -2.90731
H -4.50853 4.79544 -3.51001
H -4.48339 6.35694 -2.67430
H -3.02486 5.75990 -3.47647
H -4.36417 4.50602 -1.02459
H -2.85023 5.41777 -1.00880
H 0.93597 2.88071 -2.22595
H 0.35663 2.76987 -3.90844
H 0.53494 1.29669 -2.93057
```

- Highest occupied orbital energy: -10.31 eV
- Largest force on an atom: 0.53 eV Å⁻¹
- Gap between HOMO and LUMO: 10.7840 eV

***

5.
The following is a DFT calculation (wB97M-V/def2-TZVPD) of 2 unconnected molecules or ions with the total composition C11H24Cl2N4O4P in a non-equilibrium geometry.

The geometry in XYZ format:
```
46
Properties=species:S:1:pos:R:3
C -4.70717 2.60349 3.15303
C -4.66564 1.06954 3.20116
Cl -5.69325 0.47349 4.54344
C -5.18753 0.51439 1.82044
Cl -6.50484 -0.71542 1.91371
N -4.12953 0.03473 0.97148
C -3.20166 -0.85080 1.31652
N -2.23515 -1.28658 0.45987
C -1.53965 -2.12460 1.20747
N -1.99941 -2.23675 2.44928
N -3.08533 -1.43089 2.51537
H -4.23697 2.94858 4.07624
H -4.03145 2.92606 2.35171
H -5.71655 2.98912 3.02692
H -3.63928 0.78769 3.43147
H -5.64953 1.35477 1.30721
H -4.11235 0.34643 0.01162
H -0.67651 -2.68892 0.88108
H -1.60111 -2.82066 3.16936
H -3.60470 -1.34369 3.37953
O 2.17002 2.03064 -1.09975
P 2.82847 0.69249 -1.07552
O 3.72188 0.67193 -2.43857
C 4.84707 1.55336 -2.54538
C 6.02696 1.06303 -1.72690
O 1.53917 -0.23073 -1.53520
C 0.20851 0.17516 -1.22333
C -0.47328 0.71863 -2.46218
O 3.55837 -0.58114 -0.36296
C 3.34489 -1.95445 -0.71292
C 3.81783 -2.33404 -2.09651
H 4.55955 2.56347 -2.24331
H 5.11662 1.58958 -3.60010
H 5.79895 1.08233 -0.65791
H 6.90149 1.69001 -1.90129
H 6.27516 0.03325 -1.98396
H 0.20064 0.90777 -0.41422
H -0.32896 -0.70527 -0.86692
H 0.13163 1.48788 -2.93975
H -1.45083 1.14107 -2.21865
H -0.61225 -0.07657 -3.19632
H 2.30315 -2.23425 -0.55776
H 3.91957 -2.52415 0.02062
H 3.18684 -1.89886 -2.86991
H 3.78839 -3.41882 -2.21068
H 4.83778 -1.99234 -2.26752
```

- ΔE to the lowest compared entry with this formula, charge and spin: 83.7 kJ/mol
- Total charge: +1
- Highest occupied orbital energy: -12.19 eV
- Largest force on an atom: 6.84 eV Å⁻¹
- Gap between HOMO and LUMO: 8.8359 eV